{
  "formula": "CH2F2S",
  "method": "ωB97M-V/def2-TZVPD",
  "fmax_ev_per_a": 1.97,
  "e_above_lowest_kcal_mol": 71.1,
  "homo_lumo_gap_ev": [10.04, 6.00],
  "species": ["C", "F", "F", "S", "H", "H"],
  "xyz": [[-1.2149, -0.4421, 0.4895], [-0.8014, -0.7132, -0.7309], [1.9415, 1.6066, -0.6410], [2.8871, 0.3049, -0.8322], [-1.0155, -1.1694, 1.2694], [-1.7968, 0.4132, 0.4453]],
  "forces_ev_per_a": [[0.5, -0.8, 0.4], [0.8, -0.8, -1.0], [0.4, -0.5, -0.1], [-0.4, 0.5, 0.1], [-0.1, 0.3, -0.2], [-1.1, 1.4, 0.8]],
  "lowdin_charge": [-0.033, -0.057, -0.618, 0.620, 0.058, 0.030]
}

{
  "formula": "C6H7NO",
  "method": "ωB97M-V/def2-TZVPD",
  "fmax_ev_per_a": 2.77,
  "e_above_lowest_kcal_mol": 157.4,
  "homo_lumo_gap_ev": [8.86, 8.23],
  "species": ["C", "C", "C", "C", "C", "C", "N", "O", "H", "H", "H", "H", "H", "H", "H"],
  "xyz": [[2.6672, 0.1980, -0.4556], [1.2826, -0.3079, -0.4651], [2.8819, 0.7668, 0.7960], [0.9330, -0.1104, 0.8096], [-2.6070, -0.9526, 0.0085], [-2.3676, 0.4802, -0.4826], [-2.0884, 0.0869, 0.8478], [1.8144, 0.4437, 1.5954], [3.3292, 0.2951, -1.2909], [0.5978, -0.8388, -1.1020], [3.7993, 1.1315, 1.4264], [-3.5706, -1.3173, 0.3249], [-1.9354, -1.7336, -0.2358], [-1.4792, 0.6149, -1.1323], [-3.2573, 1.2433, -0.6444]],
  "forces_ev_per_a": [[-0.6, 1.2, 0.8], [0.9, 0.1, 0.7], [2.0, -1.1, 0.2], [-1.0, -0.3, 0.7], [-0.4, 1.6, -0.2], [-1.6, 0.1, -1.0], [0.6, 0.4, 1.1], [-0.2, 0.8, 0.4], [0.2, -0.1, -0.2], [0.6, 0.1, -0.8], [-2.0, -0.6, -1.8], [-0.4, 0.1, -0.1], [0.7, -0.6, -0.5], [-0.7, 0.1, 0.4], [1.9, -1.7, 0.3]],
  "lowdin_charge": [-0.068, -0.086, -0.120, -0.058, -0.204, -0.220, 0.048, -0.008, 0.087, 0.086, 0.158, 0.089, 0.075, 0.086, 0.136]
}

{
  "formula": "C29H40CoN2P2S",
  "method": "ωB97M-V/def2-TZVPD",
  "fmax_ev_per_a": 0.96,
  "homo_lumo_gap_ev": [7.37, 7.31],
  "spin_multiplicity": 2,
  "s_squared": 0.83,
  "species": ["Co", "C", "C", "C", "P", "C", "C", "C", "C", "C", "C", "C", "C", "C", "N", "C", "C", "C", "C", "C", "C", "P", "C", "C", "C", "C", "C", "C", "H", "H", "H", "H", "H", "H", "H", "H", "H", "H", "H", "H", "H", "H", "H", "H", "H", "H", "H", "H", "H", "H", "H", "H", "H", "H", "H", "H", "H", "H", "H", "H", "H", "H", "H", "H", "S", "C", "C", "C", "C", "C", "N", "H", "H", "H", "H"],
  "xyz": [[0.8862, -0.5808, -0.4085], [0.7221, -4.6844, -0.1559], [0.7018, -3.8340, 1.1153], [2.0813, -3.7771, 1.7697], [-0.0760, -2.1790, 0.8714], [-1.8779, -2.5618, 0.6220], [-2.7439, -1.4669, 1.2272], [-2.3790, -3.9027, 1.1661], [0.0016, -1.3493, 2.4640], [-0.2852, -1.9721, 3.6749], [-0.4602, -1.2409, 4.8331], [-0.3900, 0.1496, 4.7456], [-0.0958, 0.7953, 3.5646], [0.1628, 0.0573, 2.3846], [0.4809, 0.5651, 1.1619], [0.4576, 1.9115, 0.8629], [1.0571, 2.9050, 1.6464], [1.0002, 4.2361, 1.2737], [0.3349, 4.6177, 0.1186], [-0.2341, 3.6360, -0.6831], [-0.1455, 2.2898, -0.3588], [-0.8129, 0.8667, -1.3083], [-2.6447, 1.1173, -1.0395], [-2.9379, 1.8079, 0.2962], [-3.3729, 1.9176, -2.1281], [-0.5702, 1.0567, -3.1488], [-0.4462, 2.4670, -3.7268], [0.5926, 0.2084, -3.6633], [1.0640, -5.6916, 0.0933], [1.3890, -4.2904, -0.9184], [-0.2627, -4.7777, -0.6139], [0.0253, -4.3401, 1.8144], [2.8501, -3.5272, 1.0386], [2.3190, -4.7497, 2.2054], [2.1299, -3.0373, 2.5694], [-1.9902, -2.5538, -0.4685], [-2.8330, -1.6010, 2.3064], [-3.7451, -1.5016, 0.7929], [-2.3315, -0.4810, 1.0709], [-2.2365, -3.9725, 2.2467], [-1.9099, -4.7687, 0.7063], [-3.4541, -3.9789, 0.9862], [-0.3892, -3.0523, 3.7037], [-0.6726, -1.7286, 5.7746], [-0.5686, 0.7454, 5.6337], [-0.0674, 1.8743, 3.5408], [1.6022, 2.6152, 2.5350], [1.4804, 4.9861, 1.8911], [0.2703, 5.6608, -0.1613], [-0.7523, 3.9433, -1.5809], [-3.0596, 0.1066, -1.0245], [-2.7958, 2.8821, 0.1868], [-2.2987, 1.4954, 1.1234], [-3.9756, 1.6274, 0.5865], [-3.0055, 2.9461, -2.1775], [-4.4358, 1.9739, -1.8784], [-3.2997, 1.4801, -3.1186], [-1.4836, 0.6045, -3.5386], [0.4441, 2.9516, -3.3190], [-1.3066, 3.1021, -3.5276], [-0.3214, 2.4146, -4.8108], [1.5466, 0.6935, -3.4737], [0.5040, 0.1091, -4.7497], [0.6340, -0.7902, -3.2312], [2.5576, -1.9489, -1.1462], [3.2480, -0.3899, -1.4761], [4.5190, -0.1518, -2.0088], [4.9050, 1.1452, -2.2292], [4.0373, 2.1850, -1.9107], [2.8024, 1.8766, -1.3786], [2.4035, 0.6155, -1.1666], [5.1644, -0.9865, -2.2421], [5.8807, 1.3538, -2.6504], [4.3098, 3.2186, -2.0678], [2.1019, 2.6569, -1.1139]],
  "forces_ev_per_a": [[-0.1, -0.4, 0.9], [-0.1, 0.0, -0.1], [-0.1, -0.2, 0.1], [0.1, 0.1, 0.0], [0.2, 0.3, -0.2], [-0.1, -0.3, -0.1], [-0.1, 0.1, 0.0], [0.0, 0.0, 0.0], [-0.1, -0.1, 0.2], [0.0, -0.1, -0.1], [0.0, 0.1, 0.1], [0.0, 0.0, 0.2], [0.0, 0.0, -0.1], [0.0, -0.2, 0.0], [0.1, 0.0, 0.1], [0.0, 0.1, -0.1], [0.1, 0.0, 0.1], [0.0, 0.0, 0.1], [0.0, 0.0, -0.1], [0.0, 0.2, -0.2], [0.0, 0.0, -0.1], [0.2, 0.2, -0.1], [-0.2, 0.1, -0.2], [0.0, -0.1, 0.2], [0.0, 0.0, 0.1], [0.0, 0.2, 0.0], [0.1, 0.0, 0.1], [0.0, 0.0, -0.3], [0.0, 0.0, 0.0], [0.1, 0.1, 0.0], [0.0, 0.0, 0.0], [0.1, 0.1, 0.0], [0.0, 0.0, 0.1], [0.0, 0.0, -0.1], [0.0, 0.0, 0.0], [-0.1, 0.0, 0.0], [0.0, 0.0, 0.0], [0.0, 0.0, 0.0], [0.1, 0.2, -0.1], [0.0, 0.1, 0.0], [0.0, 0.0, 0.0], [0.0, 0.0, 0.0], [0.0, 0.0, 0.0], [0.0, 0.0, 0.0], [0.0, 0.0, 0.0], [0.0, 0.0, 0.1], [0.0, 0.0, 0.0], [0.0, 0.0, 0.0], [0.0, 0.0, 0.0], [0.0, 0.0, 0.0], [0.0, 0.0, 0.0], [0.0, 0.1, 0.0], [0.0, 0.0, -0.1], [0.0, 0.0, 0.0], [0.0, -0.1, 0.0], [0.0, 0.0, 0.0], [0.0, -0.1, -0.1], [-0.1, -0.1, 0.0], [0.0, 0.0, -0.1], [0.0, 0.0, 0.0], [0.0, 0.0, 0.0], [0.1, 0.0, 0.0], [0.0, 0.0, 0.0], [-0.1, 0.0, 0.1], [0.0, 0.1, -0.3], [0.0, 0.0, 0.0], [-0.2, -0.2, 0.1], [0.1, 0.2, -0.1], [-0.1, 0.1, 0.0], [-0.1, 0.0, 0.1], [0.3, -0.2, -0.1], [0.0, 0.0, 0.0], [0.0, 0.0, 0.0], [0.0, 0.0, 0.0], [0.0, 0.0, 0.0]],
  "lowdin_spin": [0.986, 0.000, -0.002, 0.000, -0.030, -0.008, 0.000, -0.002, -0.001, 0.000, -0.001, 0.001, 0.000, 0.003, 0.001, 0.001, 0.000, 0.000, 0.001, 0.000, 0.001, 0.029, 0.009, 0.000, 0.002, 0.006, 0.002, 0.002, 0.000, 0.000, 0.000, -0.001, 0.000, 0.000, 0.000, 0.000, 0.000, 0.000, 0.000, 0.000, 0.000, 0.000, 0.000, 0.000, 0.000, 0.000, 0.000, 0.000, 0.000, 0.000, 0.001, 0.000, 0.000, 0.000, 0.000, 0.001, 0.000, 0.000, 0.000, 0.000, 0.000, 0.000, 0.000, 0.001, -0.010, 0.002, -0.001, 0.003, 0.001, 0.002, -0.001, -0.001, 0.000, 0.000, 0.000]
}

{
  "formula": "C20H31ClN2OSn",
  "method": "ωB97M-V/def2-TZVPD",
  "total_charge": 2,
  "fmax_ev_per_a": 1.85,
  "e_above_lowest_kcal_mol": 16.7,
  "homo_lumo_gap_ev": [4.44, 3.73],
  "species": ["C", "C", "C", "C", "Cl", "H", "H", "H", "H", "H", "H", "H", "H", "H", "C", "C", "C", "H", "C", "C", "H", "H", "H", "H", "C", "C", "C", "H", "C", "C", "H", "H", "H", "H", "Sn", "C", "N", "C", "C", "C", "N", "C", "C", "O", "H", "H", "H", "H", "H", "H", "H", "H", "H", "H", "H", "H"],
  "xyz": [[0.1531, 0.5070, -7.0208], [1.5232, 1.0402, -6.8259], [-0.1279, -0.9556, -6.9300], [-0.9631, 1.4710, -6.9770], [0.0663, 0.8519, -2.0334], [-0.2136, -1.4691, -7.9191], [-1.0924, -1.1423, -6.4118], [0.6499, -1.5108, -6.3652], [1.9874, 1.3627, -7.7754], [2.2141, 0.3297, -6.3403], [1.4845, 1.9392, -6.1831], [-1.2114, 1.8706, -7.9734], [-0.6912, 2.3354, -6.3515], [-1.8801, 1.0343, -6.5553], [1.9775, -1.7762, 0.8886], [0.9848, -2.3981, 0.0767], [1.2221, -2.0464, -1.2681], [0.2649, -3.1542, 0.4101], [2.3589, -1.1954, -1.3131], [2.9060, -1.0921, 0.0209], [3.8947, -0.7020, 0.2987], [2.1008, -1.9408, 1.9621], [0.6620, -2.4353, -2.1187], [2.7879, -0.7932, -2.2193], [-3.2097, 0.8001, 0.2379], [-2.7186, -0.2521, 1.1104], [-2.2739, -1.3433, 0.2881], [-2.7126, -0.2719, 2.2068], [-2.4270, -0.9307, -1.0707], [-2.8730, 0.4282, -1.0901], [-2.7902, 1.0753, -1.9543], [-3.7982, 1.6889, 0.5031], [-1.9304, -2.3385, 0.6336], [-2.2729, -1.5450, -1.9487], [1.1888, 0.9065, 0.0488], [-0.6964, -1.7842, 3.8126], [-0.1175, -0.6112, 4.4146], [-0.1650, -0.4417, 5.8475], [0.9029, 0.5649, 6.2325], [0.6361, 1.8497, 5.4690], [0.6564, 1.5647, 4.0513], [0.7668, 2.7337, 3.2099], [0.1556, 0.4018, 3.5503], [-0.0023, 0.1888, 2.3156], [-0.5814, -2.6685, 4.4540], [-0.1862, -1.9962, 2.8683], [-1.7617, -1.6289, 3.5672], [-1.1619, -0.1196, 6.1940], [0.0364, -1.3988, 6.3225], [1.9024, 0.1857, 5.9435], [0.8722, 0.8023, 7.3049], [1.4404, 2.5839, 5.6253], [-0.3627, 2.2659, 5.7305], [-0.2002, 3.2504, 3.0738], [1.4443, 3.4013, 3.7586], [1.1808, 2.5080, 2.2134]],
  "forces_ev_per_a": [[0.1, -0.3, 1.3], [0.2, -0.1, 0.5], [0.0, -0.3, 0.4], [-0.3, 0.0, 0.4], [-0.8, 0.2, -1.0], [0.1, 0.6, 0.3], [0.4, 0.3, -0.5], [-0.2, 0.5, -0.5], [-0.3, -0.1, 0.0], [-0.4, 0.0, -0.5], [-0.1, -0.2, -0.5], [0.2, -0.1, 0.0], [0.1, -0.2, -0.4], [0.3, -0.1, -0.4], [0.8, 0.1, -0.3], [0.1, 0.2, 0.0], [0.6, 0.3, 0.0], [0.3, 0.5, 0.0], [-0.5, -1.0, -0.2], [-1.2, 0.1, 0.8], [-0.7, -0.1, -0.1], [0.0, 0.2, -0.5], [0.2, 0.4, 0.2], [0.2, 0.0, 0.1], [0.4, -0.4, -0.3], [-0.1, -0.5, -0.6], [0.0, 0.2, 0.4], [-0.1, 0.2, -0.7], [0.1, -0.1, 0.4], [0.1, 0.2, 0.6], [-0.6, -0.1, 0.1], [0.7, -0.4, 0.1], [-0.4, 1.0, -0.2], [0.2, 0.1, 0.2], [1.0, -1.0, 1.1], [-0.2, -0.8, -0.4], [-0.1, 0.1, -0.6], [0.2, 0.2, 0.6], [0.1, 0.4, 0.3], [0.0, -0.1, 0.2], [-0.4, -0.5, -1.0], [0.1, 0.4, -0.2], [0.4, -0.1, 0.0], [0.0, 0.8, 0.1], [-0.1, 0.5, 0.0], [-0.1, 0.0, 0.2], [0.2, -0.2, 0.3], [0.2, 0.0, -0.2], [0.0, -0.1, -0.1], [-0.5, 0.1, 0.3], [0.1, -0.3, -0.3], [-0.5, -0.1, 0.3], [0.7, 0.0, 0.1], [0.3, -0.2, 0.1], [-0.2, 0.1, -0.6], [-0.1, 0.1, 0.7]],
  "lowdin_charge": [-0.140, 0.008, 0.010, 0.004, -0.016, 0.147, 0.113, 0.114, 0.144, 0.113, 0.116, 0.144, 0.115, 0.110, -0.191, -0.139, -0.205, 0.102, -0.281, -0.255, 0.112, 0.105, 0.094, 0.088, 0.028, 0.032, 0.000, 0.111, -0.051, -0.086, 0.093, 0.135, 0.123, 0.121, 1.131, -0.030, -0.077, -0.149, -0.139, -0.157, -0.096, -0.048, -0.449, -0.176, 0.109, 0.069, 0.086, 0.138, 0.128, 0.138, 0.131, 0.131, 0.147, 0.108, 0.099, -0.011]
}

{
  "formula": "C13H14AgNOP",
  "method": "ωB97M-V/def2-TZVPD",
  "total_charge": 2,
  "fmax_ev_per_a": 2.64,
  "homo_lumo_gap_ev": [7.55, 5.55],
  "spin_multiplicity": 2,
  "s_squared": 0.76,
  "species": ["O", "C", "C", "P", "C", "C", "C", "C", "C", "N", "C", "C", "C", "C", "C", "C", "H", "H", "H", "H", "H", "H", "H", "H", "H", "H", "H", "H", "H", "H", "Ag"],
  "xyz": [[1.2023, -3.4146, 1.8026], [0.9124, -2.5762, 0.9908], [-0.4104, -2.7041, 0.2544], [-1.2092, -0.9533, -0.0532], [-1.9026, 0.9576, -0.3804], [-1.6706, 1.4921, -1.6187], [-2.1554, 2.7739, -1.7888], [-2.8079, 3.3817, -0.7238], [-2.9915, 2.7333, 0.4713], [-2.5085, 1.4876, 0.5961], [1.7671, -1.4268, 0.6414], [1.7571, -0.2787, 1.4211], [2.5332, 0.8108, 1.0874], [3.3307, 0.7572, -0.0362], [3.3598, -0.3946, -0.7996], [2.5884, -1.4836, -0.4755], [-1.1110, -3.4168, 0.7900], [-0.1752, -3.1336, -0.7170], [-0.3197, -0.7313, -1.1198], [-2.4733, -1.4793, -0.3610], [-1.0048, -0.5738, 1.2788], [-1.1461, 0.9733, -2.3995], [-2.0199, 3.2830, -2.7260], [-3.2002, 4.3780, -0.8307], [-3.5008, 3.2073, 1.2876], [1.1431, -0.2630, 2.3097], [2.4906, 1.6732, 1.7256], [3.9350, 1.6040, -0.3025], [4.0037, -0.4241, -1.6612], [2.6085, -2.3838, -1.0652], [-1.0247, -3.8753, 2.4023]],
  "forces_ev_per_a": [[0.1, -0.6, 1.3], [-0.3, 0.4, -0.9], [0.0, 1.0, -0.2], [0.5, -1.6, 0.2], [-0.4, -0.1, 1.1], [0.3, 0.1, -0.7], [-0.2, 0.0, 0.5], [-0.1, 0.5, -0.6], [-0.1, -0.1, 0.4], [0.3, 0.2, -0.9], [0.4, 0.2, -0.2], [-0.5, -0.4, 0.4], [-0.2, 0.0, 0.1], [0.0, 0.1, 0.1], [0.4, 0.3, -0.4], [-0.4, -0.4, 0.0], [-0.1, 0.6, -2.0], [-0.2, -0.2, -0.2], [-0.1, 0.3, 0.1], [0.0, 0.2, 0.0], [-0.1, 0.2, -0.1], [0.1, -0.2, -0.2], [0.0, 0.1, -0.2], [-0.1, 0.2, 0.0], [-0.1, -0.1, 0.4], [0.0, 0.1, 0.2], [0.1, 0.3, 0.1], [0.2, 0.2, -0.1], [0.1, -0.1, -0.2], [0.2, -0.2, -0.2], [0.1, -1.2, 2.3]],
  "lowdin_spin": [0.011, 0.004, 0.069, 0.157, 0.248, 0.055, 0.012, 0.007, 0.040, 0.279, 0.003, 0.001, 0.000, 0.000, 0.000, 0.001, 0.000, 0.000, 0.044, 0.023, 0.035, -0.001, 0.007, 0.004, -0.001, 0.001, 0.000, 0.000, 0.000, 0.000, 0.002]
}

{
  "formula": "C3H7PS",
  "method": "ωB97M-V/def2-TZVPD",
  "fmax_ev_per_a": 4.18,
  "smiles": "CC#P.CS",
  "e_above_lowest_kcal_mol": 42.5,
  "homo_lumo_gap_ev": 9.54,
  "species": ["C", "C", "C", "P", "S", "H", "H", "H", "H", "H", "H", "H"],
  "xyz": [[1.0412, 1.6322, -1.3317], [-0.2308, 1.9654, -1.8399], [-0.1438, -2.0100, 1.2085], [2.4159, 1.1389, -0.8109], [0.2465, -1.0777, 2.6913], [-0.4437, 1.6793, -2.8772], [-1.1029, 1.4264, -1.2704], [-0.4820, 3.0878, -1.7537], [-0.9934, -2.6692, 1.4125], [0.7652, -2.3970, 0.7975], [-0.3552, -1.2495, 0.3898], [-0.7169, -1.5264, 3.3841]],
  "forces_ev_per_a": [[2.2, -1.1, 0.6], [-4.0, 1.2, 0.4], [-0.5, 2.0, -1.5], [-0.9, 0.5, -0.3], [1.7, 0.9, -0.6], [0.6, 0.1, 0.0], [1.7, 0.9, -0.7], [0.5, -1.6, -0.1], [0.6, -0.1, -0.5], [0.3, -1.2, 0.2], [-0.5, -0.9, 1.0], [-1.6, -0.7, 1.3]],
  "lowdin_charge": [-0.758, -0.259, -0.502, 0.767, 0.629, 0.070, 0.108, 0.101, 0.035, 0.004, 0.026, -0.219]
}